1.
DFT (ωB97M-V/def2-TZVPD) results for a cluster of 2 separate species, C4H10N2 in total at a distorted geometry.

Geometry as XYZ:
```
16
Properties=species:S:1:pos:R:3:lowdin_charge:R:1
C -0.602 -1.221 0.901 -0.03
C 0.897 1.275 0.421 -0.15
N 0.757 -0.003 -0.255 -0.20
N 1.982 -0.394 -0.723 0.00
C -1.694 -0.459 0.444 -0.30
C -1.816 -0.045 -0.853 0.00
H 1.913 -1.138 -1.404 0.08
H 2.637 0.336 -0.994 0.08
H -0.404 -1.258 1.969 0.07
H -0.282 -2.075 0.317 0.06
H -2.320 0.009 1.199 0.09
H -0.069 1.552 0.834 0.06
H 1.635 1.224 1.233 0.08
H 1.218 2.053 -0.285 0.08
H -1.290 -0.537 -1.656 0.05
H -2.562 0.680 -1.148 0.05
```

For the lowest unoccupied orbital energy (alpha / beta), the calculation gives 0.0219 / 0.0309 Eh. As for the multiplicity: 1.

---

2.
DFT (ωB97M-V/def2-TZVPD) results for a cluster of 2 separate species, C4H10N2 in total at a distorted geometry.

Geometry as XYZ:
```
16
Properties=species:S:1:pos:R:3:lowdin_charge:R:1
C -2.941 0.127 1.392 -0.16
N -1.588 0.677 1.486 -0.05
C -0.753 0.351 0.555 -0.30
N -0.852 -0.781 -0.249 0.07
H -3.658 0.894 1.101 0.07
H -3.220 -0.128 2.404 0.06
H -3.056 -0.657 0.649 0.05
H 0.061 1.026 0.313 0.10
H -0.218 -0.971 -0.973 0.05
H -1.317 -1.577 0.190 0.09
C 2.692 0.652 -1.600 -0.08
C 3.155 -0.272 -0.717 -0.08
H 2.693 1.701 -1.376 0.04
H 2.264 0.253 -2.525 0.05
H 3.469 0.022 0.299 0.05
H 3.269 -1.315 -0.948 0.03
```

For the lowest unoccupied orbital energy, the calculation gives 0.0357 Eh. As for the multiplicity: 1. Its SMILES is C/N=C\N.C=C.

---

What is the multiplicity in the first record?
1

---

multiplicity of number 1 (C4H10N2)?
1

---

Copy entry 2 word for word.
DFT (ωB97M-V/def2-TZVPD) results for a cluster of 2 separate species, C4H10N2 in total at a distorted geometry.

Geometry as XYZ:
```
16
Properties=species:S:1:pos:R:3:lowdin_charge:R:1
C -2.941 0.127 1.392 -0.16
N -1.588 0.677 1.486 -0.05
C -0.753 0.351 0.555 -0.30
N -0.852 -0.781 -0.249 0.07
H -3.658 0.894 1.101 0.07
H -3.220 -0.128 2.404 0.06
H -3.056 -0.657 0.649 0.05
H 0.061 1.026 0.313 0.10
H -0.218 -0.971 -0.973 0.05
H -1.317 -1.577 0.190 0.09
C 2.692 0.652 -1.600 -0.08
C 3.155 -0.272 -0.717 -0.08
H 2.693 1.701 -1.376 0.04
H 2.264 0.253 -2.525 0.05
H 3.469 0.022 0.299 0.05
H 3.269 -1.315 -0.948 0.03
```

For the lowest unoccupied orbital energy, the calculation gives 0.0357 Eh. As for the multiplicity: 1. Its SMILES is C/N=C\N.C=C.